Record 1
The following is a DFT calculation (ωB97M-V/def2-TZVPD) of a structure of composition C31H29CoN4O.

Values from the calculation:
* multiplicity: 1
* orbital gap (alpha / beta): 5.62 / 5.62 eV
* energy: -78239.153 eV
* F_max: 0.53 eV Å⁻¹
* HOMO (alpha / beta): -12.76 / -12.76 eV
* total charge: +2

```
66
Properties=species:S:1:pos:R:3:forces:R:3
Co 1.30700 1.93219 0.14324 0.514 -0.073 -0.110
C 4.17667 1.19341 2.16560 -0.036 -0.044 0.042
C 3.26037 2.18117 1.52135 -0.061 0.085 -0.071
C 2.11034 2.67378 2.17001 0.011 -0.131 -0.113
C 1.30688 3.65225 1.57089 -0.020 0.129 0.042
C 1.63911 4.16126 0.31056 -0.117 -0.074 0.050
C 2.78386 3.67749 -0.34105 -0.143 0.010 -0.022
C 3.54383 2.65850 0.22557 0.128 0.057 0.090
H 5.18477 1.61063 2.19174 -0.001 0.003 0.013
H 4.22531 0.26677 1.59152 0.015 0.007 -0.014
H 3.87507 0.96443 3.18535 -0.001 -0.013 -0.006
H 1.86057 2.31866 3.16176 -0.006 -0.040 -0.015
H 0.41907 4.00678 2.07533 0.011 0.001 0.010
H 1.01557 4.92467 -0.13349 0.040 -0.031 -0.097
H 3.04611 4.06344 -1.31737 -0.033 -0.009 -0.011
H 4.40652 2.27107 -0.30215 0.007 -0.001 0.010
C 1.37896 1.96772 -4.04290 0.018 -0.007 -0.001
C 0.02024 2.04171 -4.33898 -0.028 -0.003 0.015
C -0.90280 2.04026 -3.31103 0.015 -0.011 -0.022
C -0.45965 1.97282 -1.99599 0.054 0.004 -0.029
N 0.86271 1.91286 -1.72429 -0.099 0.199 0.055
C 1.76162 1.90864 -2.72344 -0.047 -0.085 -0.018
C -1.28599 1.92318 -0.79488 -0.012 0.015 0.088
C -2.67832 1.93818 -0.76049 -0.001 0.004 -0.022
C -3.33194 1.85106 0.45719 -0.030 -0.021 -0.014
C -2.60656 1.72220 1.63419 -0.018 -0.032 0.030
C -1.21495 1.70473 1.61205 0.002 0.013 -0.088
C -0.57049 1.82944 0.39657 0.005 0.053 0.174
H 2.12808 1.95633 -4.82110 0.000 0.001 -0.003
H -0.31113 2.09411 -5.36742 -0.001 0.000 -0.001
H -1.96178 2.08868 -3.51890 -0.002 -0.002 0.000
H 2.80327 1.83116 -2.44379 0.004 -0.002 0.002
H -3.25282 2.01923 -1.67431 -0.005 -0.001 -0.003
H -4.41252 1.87496 0.48964 -0.001 -0.002 0.001
H -3.12299 1.63882 2.58132 -0.014 -0.003 0.001
H -0.66992 1.60481 2.54312 0.002 -0.006 0.003
C -4.53935 -1.99230 1.99676 0.009 -0.001 0.005
C -3.42727 -2.66699 1.24188 0.022 -0.043 0.009
C -2.80136 -2.05929 0.16319 0.059 -0.009 -0.020
C -1.78996 -2.69255 -0.55227 -0.156 0.029 -0.072
C -1.37352 -3.96414 -0.18472 0.067 0.035 -0.006
N -0.34235 -4.66534 -0.85800 0.013 -0.124 0.128
C 0.43611 -4.24101 -1.91257 0.126 0.102 -0.003
O 0.69355 -4.91010 -2.87810 0.085 -0.071 0.086
N 0.98885 -2.95323 -1.79862 -0.075 0.049 0.074
C 1.17774 -2.20116 -0.64263 0.134 -0.091 -0.059
C 1.39217 -2.75611 0.61698 -0.063 0.034 0.064
C 1.53957 -1.90873 1.69865 0.009 -0.031 -0.045
C 1.52839 -0.54309 1.50508 -0.086 0.003 0.000
N 1.38063 0.00160 0.28700 -0.248 0.028 0.006
C 1.16591 -0.81669 -0.75428 0.259 -0.003 0.041
C -2.00465 -4.59590 0.88432 0.100 0.021 0.079
C -3.01127 -3.95438 1.58178 -0.011 0.006 -0.013
H -4.70242 -0.97734 1.63476 0.001 0.006 -0.006
H -4.32237 -1.94441 3.06483 0.007 0.002 0.001
H -5.47610 -2.53921 1.88381 -0.002 -0.001 -0.008
H -3.12334 -1.07372 -0.15169 -0.012 0.029 -0.007
H -1.37750 -2.21079 -1.42908 -0.007 0.003 0.018
H -0.38817 -5.67326 -0.81184 -0.225 0.006 -0.192
H 1.50934 -2.69867 -2.62481 -0.092 0.057 -0.043
H 1.42627 -3.82832 0.74042 -0.013 -0.014 0.008
H 1.67965 -2.30171 2.69558 -0.001 0.000 0.003
H 1.62634 0.13183 2.34064 -0.009 -0.009 -0.005
H 0.99966 -0.37243 -1.72097 -0.038 0.007 -0.025
H -1.70646 -5.59947 1.16462 -0.003 0.003 0.015
H -3.49218 -4.47052 2.40384 0.001 -0.008 0.000
```
Forces are in eV/Å.

---

Record 2
The following is a DFT calculation (ωB97M-V/def2-TZVPD) of a structure of composition C46H50ClGeIN3Sc.

Values from the calculation:
* multiplicity: 1
* orbital gap: 4.97 eV
* energy: -150824.584 eV
* F_max: 0.41 eV Å⁻¹
* HOMO: -0.65 eV
* total charge: -2

```
103
Properties=species:S:1:pos:R:3:forces:R:3
Sc -0.55767 -0.23702 0.19534 0.392 0.055 0.124
C 1.34697 -3.39125 -2.04476 0.025 0.015 -0.013
C -0.16293 -3.20281 -2.19357 -0.002 -0.045 0.022
C -0.61994 -3.53133 -3.61443 -0.037 0.040 -0.023
C -0.91042 -4.02210 -1.16311 -0.045 0.035 0.054
C -0.78596 -5.40667 -1.16949 0.019 0.034 -0.013
C -1.42825 -6.19521 -0.23077 -0.015 -0.037 0.020
C -2.18650 -5.59078 0.75616 -0.005 -0.011 -0.006
C -2.33889 -4.20852 0.80669 -0.001 0.041 -0.040
C -3.10027 -3.59376 1.96921 0.034 -0.028 0.010
C -4.56730 -4.02539 1.98554 -0.004 0.022 0.012
C -2.41373 -3.93967 3.29365 0.007 0.029 -0.004
C -1.72871 -3.42263 -0.18875 -0.014 -0.035 -0.024
N -1.92403 -2.01453 -0.19195 0.062 -0.276 -0.085
C -3.13680 -1.58680 -0.38136 -0.031 0.122 0.033
C -3.51652 -0.22992 -0.29124 0.072 -0.096 -0.078
C -4.78512 0.33685 -0.47892 0.018 -0.008 0.004
C -4.61549 1.70614 -0.31547 -0.051 -0.005 0.051
C -3.24505 1.90989 -0.03233 0.009 -0.013 -0.025
N -2.58771 0.75088 -0.02666 -0.252 0.131 0.005
C -2.57968 3.21840 0.33247 0.036 -0.004 -0.014
C -3.15125 4.35777 -0.51641 -0.003 -0.029 -0.012
C -1.06870 3.14284 0.11545 -0.033 0.022 0.037
C -2.85229 3.50284 1.81854 0.002 -0.005 -0.010
H 1.87464 -2.72611 -2.73216 -0.015 -0.012 -0.028
H 1.63598 -4.42365 -2.27264 0.018 0.018 0.020
H 1.68226 -3.13107 -1.04063 -0.011 0.005 0.016
H -0.38958 -2.15482 -2.01591 0.018 0.030 0.017
H -0.38494 -4.56677 -3.88218 -0.003 -0.012 0.016
H -0.11712 -2.87173 -4.32509 -0.004 0.002 -0.001
H -1.69409 -3.37404 -3.72451 0.009 -0.006 -0.003
H -0.16760 -5.87204 -1.92912 -0.002 0.003 0.005
H -1.32391 -7.27404 -0.25766 0.006 0.003 0.007
H -2.66127 -6.20206 1.51605 0.001 -0.005 0.007
H -3.05575 -2.50998 1.86727 -0.010 -0.007 0.026
H -4.66138 -5.10949 2.09919 0.001 0.003 -0.003
H -5.07311 -3.74002 1.06128 -0.005 -0.006 -0.007
H -5.09444 -3.55307 2.81900 0.005 -0.002 -0.004
H -2.39828 -5.01901 3.46743 -0.001 -0.015 -0.006
H -2.93579 -3.46878 4.13003 0.001 -0.004 -0.005
H -1.38520 -3.57597 3.29411 -0.003 -0.002 0.004
H -3.92484 -2.30894 -0.60932 -0.018 -0.011 -0.001
H -5.69348 -0.19635 -0.72060 0.002 -0.005 -0.004
H -5.37713 2.46847 -0.38485 -0.006 -0.002 0.001
H -2.97221 4.17144 -1.57735 -0.003 0.007 0.000
H -2.67504 5.30402 -0.24334 0.006 0.004 0.000
H -4.22784 4.46498 -0.36688 -0.004 0.003 0.003
H -0.82251 2.90230 -0.91889 -0.007 -0.013 -0.023
H -0.62254 2.38926 0.76950 -0.025 0.004 -0.026
H -0.59867 4.09697 0.37317 -0.009 -0.006 -0.006
H -3.92641 3.58142 2.00512 0.000 0.002 0.001
H -2.37314 4.43941 2.12406 0.003 0.002 -0.004
H -2.45540 2.69398 2.43488 -0.007 0.003 0.008
C 1.59173 -0.31263 -0.01741 -0.109 0.200 -0.092
Ge 2.88550 0.96977 -0.53851 -0.113 -0.169 0.101
C 2.87403 2.67809 0.50549 0.093 -0.023 -0.047
C 1.98326 2.78573 1.56748 -0.018 -0.013 -0.032
C 1.91875 3.93503 2.34687 0.013 -0.019 0.001
C 2.75655 5.00622 2.06802 -0.009 0.001 0.014
C 3.66168 4.91567 1.01604 0.002 0.001 -0.006
C 3.72103 3.75784 0.25043 0.015 -0.018 0.009
C 4.83183 0.52715 -0.42487 -0.019 0.013 -0.038
C 5.60156 0.19120 -1.53797 0.006 0.000 -0.017
C 6.95440 -0.11268 -1.42577 -0.007 0.007 0.009
C 7.57162 -0.08475 -0.18350 0.008 -0.006 -0.010
C 6.82526 0.25268 0.93820 -0.013 0.008 0.013
C 5.47602 0.55596 0.81424 0.004 -0.003 0.007
C 2.59894 1.51061 -2.41957 -0.052 0.009 -0.003
C 2.20328 2.79694 -2.78074 0.027 -0.004 0.001
C 1.92863 3.12477 -4.10400 0.002 0.003 0.006
C 2.05067 2.16587 -5.09843 -0.003 -0.002 -0.010
C 2.44092 0.87646 -4.76023 -0.011 0.015 0.013
C 2.70284 0.55771 -3.43554 0.004 -0.002 -0.005
H 1.32670 1.94142 1.75587 0.005 0.004 0.034
H 1.20845 3.99331 3.16485 -0.001 0.012 0.002
H 2.70706 5.90983 2.66596 -0.002 -0.004 0.003
H 4.32053 5.74904 0.79496 0.002 -0.001 0.001
H 4.44268 3.69403 -0.55954 -0.002 -0.002 -0.004
H 5.14369 0.17374 -2.52075 0.005 -0.002 0.006
H 7.52473 -0.36902 -2.31226 0.009 -0.002 0.004
H 8.62527 -0.32364 -0.08898 0.000 0.002 -0.002
H 7.29409 0.27708 1.91591 0.006 -0.004 -0.003
H 4.90961 0.81626 1.70173 -0.004 -0.003 -0.007
H 2.08521 3.55432 -2.01330 0.002 0.007 0.010
H 1.60232 4.12821 -4.35469 -0.001 -0.003 -0.002
H 1.82076 2.41417 -6.12829 0.005 0.002 -0.002
H 2.51203 0.11217 -5.52577 0.001 -0.004 -0.002
H 2.95676 -0.46542 -3.17579 -0.004 0.005 0.002
I 2.33159 -1.25777 1.84259 -0.045 -0.087 0.074
C -0.86214 0.34364 2.47441 -0.162 -0.086 -0.078
C -0.41978 1.00946 3.63313 -0.015 0.067 0.028
C -1.11641 0.94548 4.82605 0.019 0.003 -0.010
C -2.27862 0.18551 4.88933 -0.009 -0.020 -0.042
C -2.64858 -0.49704 3.74312 -0.036 -0.022 0.064
N -1.97866 -0.43189 2.59600 0.204 0.084 -0.068
H 0.49464 1.58992 3.59858 0.032 -0.001 -0.014
H -0.76197 1.47954 5.70310 0.002 0.006 -0.004
H -2.86981 0.11253 5.79452 -0.004 0.001 -0.001
H -3.53806 -1.12706 3.74684 0.006 0.004 0.008
Cl -1.98803 -0.20289 -3.19549 -0.075 -0.013 -0.068
C -0.54060 0.26347 -2.14227 0.100 0.140 0.166
H -0.44275 1.33411 -2.34824 0.033 0.000 -0.021
H 0.29584 -0.21160 -2.65551 -0.012 -0.017 -0.029
```
Forces are in eV/Å.

---

Record 3
The following is a DFT calculation (ωB97M-V/def2-TZVPD) of a cluster of 2 separate species, C2H8OS2 in total.

Values from the calculation:
* multiplicity: 1
* structure (SMILES): CSSC.O
* relative energy (zero: lowest compared OMol25 entry of this formula, charge and spin): 11.4 kcal per mole
* orbital gap: 8.40 eV
* energy: -25921.440 eV
* F_max: 0.61 eV Å⁻¹
* HOMO: -7.81 eV
* total charge: 0

```
13
Properties=species:S:1:pos:R:3:forces:R:3
C 1.00325 0.74636 1.39306 -0.381 -0.403 0.256
S -0.54548 -0.18766 1.46279 -0.033 0.090 -0.208
S -0.26333 -1.30382 -0.29034 -0.020 0.106 0.169
C -1.59040 -2.50879 -0.00515 0.301 0.168 0.241
H 0.87438 1.57526 2.07990 0.070 0.138 0.065
H 1.14499 1.12014 0.39119 0.198 0.193 -0.241
H 1.82225 0.11293 1.71481 0.190 0.044 -0.086
H -2.41717 -2.33083 -0.68167 -0.143 0.000 0.042
H -1.89688 -2.42369 1.03826 -0.143 -0.055 -0.153
H -1.17377 -3.49586 -0.14817 -0.019 -0.248 -0.122
O 1.28658 2.95399 -2.03608 -0.109 -0.034 -0.169
H 1.41838 2.91051 -2.99098 0.054 0.002 0.151
H 0.33720 2.83145 -1.92762 0.036 0.000 0.054
```
Forces are in eV/Å.